[1]
57
Properties=species:S:1:pos:R:3 method="wB97M-V/def2-TZVPD" multiplicity=4 s2=3.76 lumo_ev="-8.67 / -8.70" homo_lumo_gap_ev="6.98 / 6.95" e_homo_ev="-15.7 / -15.7" total_charge=+2
Hg -0.86218 0.75212 -2.95583
V 2.09512 2.01099 -1.47653
C 0.96987 5.01342 -3.58852
C 0.22230 3.67832 -3.83389
O 0.45839 2.68787 -2.86634
H 0.56271 5.41431 -2.65876
H 0.65428 5.66386 -4.40385
H 2.05755 4.99797 -3.52255
H 0.54365 3.22204 -4.77464
H -0.82451 3.94444 -3.99242
C -0.91131 -0.49473 0.54241
C 0.50155 -0.38132 0.00426
O 0.60910 0.37858 -1.14493
H -1.68798 -0.65350 -0.20689
H -1.21681 0.38298 1.11595
H -0.84094 -1.39280 1.15941
H 0.78245 -1.43321 -0.12498
H 1.14786 -0.00294 0.80166
O 4.04754 -2.00431 0.72132
H 3.36281 -1.33138 0.69287
H 4.72116 -1.69429 0.10993
O 3.16339 1.31849 2.79780
H 2.98593 2.09503 3.33672
H 2.38854 0.74016 2.91264
O -2.79290 1.97885 2.11180
H -1.86825 1.86437 2.37042
H -3.13839 1.08589 2.04047
O -3.37055 -3.85454 -0.01322
H -4.00769 -4.14334 -0.67203
H -3.52075 -2.90772 0.06891
O -4.78029 -1.13466 -0.02888
H -5.61243 -0.65484 0.02683
H -4.43311 -1.11535 0.86812
O 1.29081 -0.45819 3.47417
H 0.81113 -1.30094 3.48776
H 2.14743 -0.66433 3.86551
O 2.12330 -2.49398 -2.50851
H 1.74770 -1.70973 -2.09778
H 1.57874 -2.64722 -3.28556
O -1.07797 -4.46973 1.46854
H -0.32972 -4.67335 0.89961
H -1.79207 -4.22900 0.86003
O 0.50154 -3.30900 3.39991
H -0.13017 -3.79459 2.84291
H 1.32348 -3.80101 3.31915
O -1.48468 -1.45804 -2.81013
H -2.31091 -1.68550 -3.25459
H -0.99428 -2.28771 -2.76242
O -2.21594 1.71997 -1.10096
H -1.74944 1.72855 -0.25799
H -3.04805 2.17161 -0.92478
O -0.02228 1.90479 2.84520
H 0.53557 2.46334 3.39109
H 0.39601 1.03210 2.86892
O 3.51012 1.32783 -0.01039
H 3.35949 1.58026 0.91645
H 4.42405 1.02311 -0.04342



[2]
15
Properties=species:S:1:pos:R:3 method="wB97M-V/def2-TZVPD" multiplicity=1 lumo_ev="-2.59 / -0.97" homo_lumo_gap_ev="6.00 / 7.79" e_above_lowest_ev=4.700 e_homo_ev="-8.6 / -8.8"
C -0.43297 -0.63769 -0.33538
C -1.03004 -0.52133 1.06194
C 0.03027 0.24465 -1.23473
C -0.79408 0.11483 2.21725
Si 0.68901 -0.59217 -2.88186
Si 0.23641 1.57207 2.82961
S 0.06505 1.89708 -1.36321
Cl -0.07347 -2.34513 -3.41272
Cl -0.88308 3.24013 2.78513
H -0.31746 -1.62269 -0.49324
H -1.82013 -1.40381 1.14502
H 2.06589 -0.56244 -2.65392
H 0.38524 0.50572 -3.66918
H 1.69103 1.54269 2.43928
H 0.20365 1.33522 4.26761



[3]
10
Properties=species:S:1:pos:R:3 method="wB97M-V/def2-TZVPD" multiplicity=1 lumo_ev=0.25 homo_lumo_gap_ev=9.06 e_above_lowest_ev=3.698 e_homo_ev=-8.8
O -1.38034 -1.06274 0.16632
C -0.60493 -0.21769 -0.46094
C -0.14647 1.24020 0.09492
O 1.26094 0.70399 0.28014
C 0.78309 -0.46924 0.01673
O 1.15785 -1.57796 0.51760
H 0.26486 -2.06494 0.44057
H -0.68492 -0.10908 -1.56756
H -0.53675 1.45803 1.08755
H -0.11334 2.09943 -0.57533



[4]
47
Properties=species:S:1:pos:R:3 method="wB97M-V/def2-TZVPD" multiplicity=1 lumo_ev=-7.22 homo_lumo_gap_ev=6.45 e_above_lowest_ev=0.070 e_homo_ev=-13.7 total_charge=+2
Au -0.05948 0.76111 -0.87601
N -0.42595 1.66448 -2.75914
C -1.82470 2.10176 -2.75044
C -2.48888 2.52254 -3.86475
C -3.80669 3.01324 -3.75485
C -4.41508 3.09463 -2.53430
C -3.74155 2.66916 -1.36444
C -4.31718 2.71288 -0.07395
C -3.61089 2.26265 1.00699
C -2.32207 1.75056 0.82546
N -1.75826 1.70550 -0.37101
C -2.43777 2.16046 -1.48398
H 0.15992 2.49393 -2.86234
H -0.19082 1.04415 -3.53189
H -2.00698 2.48789 -4.83450
H -4.32449 3.33683 -4.64649
H -5.42062 3.48440 -2.44474
H -5.32056 3.10247 0.04502
H -4.02568 2.27927 2.00400
H -1.73711 1.36686 1.64802
O 1.34369 -0.47599 -1.60382
S 2.08012 -1.60246 -0.75609
C 2.23567 -2.92979 -1.97838
C 3.61101 -2.79763 -2.62750
C 4.55255 -2.27457 -1.54567
C 3.82579 -1.12326 -0.85259
H 1.38577 -2.82578 -2.65133
H 2.12115 -3.85618 -1.41322
H 3.56717 -2.10425 -3.46828
H 3.93603 -3.76294 -3.01166
H 5.49119 -1.91330 -1.96311
H 4.79651 -3.06007 -0.82892
H 3.82927 -0.21086 -1.45117
H 4.17208 -0.89900 0.15427
C 0.21431 0.09237 0.93009
C 0.31912 -0.36398 2.04278
C 0.45519 -0.87153 3.37663
C 1.06971 -2.10549 3.59532
C 1.18737 -2.59696 4.88345
C 0.69583 -1.86325 5.95504
C 0.08974 -0.63238 5.74163
C -0.03113 -0.13289 4.45678
H 1.45085 -2.67361 2.75666
H 1.66266 -3.55319 5.05402
H 0.78742 -2.25118 6.96043
H -0.28461 -0.05972 6.57898
H -0.48960 0.83310 4.28900



[5]
71
Properties=species:S:1:pos:R:3 method="wB97M-V/def2-TZVPD" multiplicity=5 s2=6.01 lumo_ev="2.27 / 2.27" homo_lumo_gap_ev="6.59 / 6.58" e_above_lowest_ev=0.000 e_homo_ev="-4.3 / -4.3" total_charge=-1
Fe 0.85495 -0.92809 -0.31595
O 2.50585 -1.07661 3.58339
C 1.81079 -0.94734 2.57693
N 2.14646 -0.81236 1.30801
C 3.46495 -0.52704 0.91924
C 4.60664 -0.81765 1.63153
C 5.87161 -0.48451 1.14534
C 5.94069 0.10479 -0.10856
C 4.81059 0.36973 -0.87082
C 3.55562 0.06926 -0.34944
N 2.31542 0.34185 -0.91303
C 2.12149 1.23193 -1.87354
O 2.94289 1.99620 -2.41879
C 0.74229 1.19229 -2.48986
C 0.49084 1.84569 -3.67218
C -0.75285 1.68436 -4.23372
C -1.72035 0.85738 -3.62115
C -1.39180 0.25016 -2.45436
N -0.15126 0.37234 -1.90554
C 0.30787 -0.96435 2.74590
C -0.26130 -1.27797 3.97721
C -1.61827 -1.20240 4.20276
C -2.37061 -0.76357 3.10767
C -1.78023 -0.53091 1.89357
N -0.47443 -0.69471 1.68321
H 4.56225 -1.30618 2.60630
H 6.73836 -0.63669 1.76344
H 6.87415 0.48868 -0.39301
H 5.01161 0.89388 -1.78002
H 1.28179 2.50973 -4.02384
H -1.01021 2.19135 -5.18106
H -2.67960 0.72650 -4.08209
H -2.08908 -0.47429 -1.97430
H 0.46032 -1.53873 4.71587
H -2.11846 -1.50109 5.15851
H -3.43856 -0.58417 3.18353
H -2.34185 -0.22084 1.04216
O -5.64693 1.75434 -0.09606
C -5.08257 3.05143 0.00996
N -3.69280 3.03513 0.17133
C -3.09581 2.51741 1.30681
O -3.70481 2.03190 2.25046
C -1.58015 2.55087 1.40016
C -1.12328 2.28531 2.71258
C 0.23389 2.18942 3.00731
C 1.09669 2.27359 1.94117
N 0.69655 2.72222 0.73601
C -0.58974 2.82997 0.44787
H -5.62087 1.37722 0.82257
H -5.60792 3.58966 0.81476
H -5.28631 3.52905 -0.93979
H -3.07406 3.24080 -0.56708
H -1.79799 2.16763 3.57139
H 0.56546 1.96227 4.00051
H 2.13707 2.09111 2.06251
H -0.85304 3.20534 -0.50167
C -2.18346 -2.76273 -0.29518
C -1.16933 -3.09067 -1.35055
C -1.32712 -3.98421 -2.36945
C -0.04458 -4.05644 -2.98055
C 0.77001 -3.20637 -2.31159
C 2.18890 -2.86310 -2.64327
N 0.12391 -2.55062 -1.32220
H -3.03768 -3.46000 -0.31637
H -2.68269 -1.74295 -0.34379
H -1.67177 -2.83148 0.66134
H -2.18216 -4.59876 -2.51633
H 0.25127 -4.65639 -3.88003
H 2.54863 -3.52908 -3.39040
H 2.78515 -3.03490 -1.73534
H 2.43895 -1.87359 -2.94042



[6]
131
Properties=species:S:1:pos:R:3 method="wB97M-V/def2-TZVPD" multiplicity=1 lumo_ev=-0.40 homo_lumo_gap_ev=7.97 e_homo_ev=-8.4 smiles="CCOP(=O)(CCN(CCCCN)[C@H](N)[C@@](O[C@@](C[C@H]1CO1)(ON=O)[PH2]=S)([C@H](C)CC)P(=O)(O)O)OCC.COCCNCCOC.COCCNCCOC"
C -1.78644 -4.43031 2.91024
C -1.42386 -3.01775 3.34475
O -1.54402 -2.04014 2.29776
P -0.78605 -2.19024 0.89679
O -1.41943 -3.06707 -0.09565
C -0.58218 -0.49311 0.38182
C -1.75380 0.18281 -0.34954
N -2.88271 0.62121 0.44178
C -4.16749 -0.03994 0.22229
C -4.35417 -1.48197 0.69543
C -5.79490 -1.95787 0.42676
C -6.57087 -2.25580 1.70868
N -7.01649 -1.09216 2.46681
C -2.68503 1.48886 1.57244
N -3.57912 1.09615 2.65725
C -2.85150 3.02544 1.20907
O -1.84764 3.23791 0.16725
C -0.44195 3.36801 0.16004
C 0.11036 4.67858 0.70888
C 1.61094 4.85236 0.48242
C 2.31160 5.87845 1.25796
O 2.47208 4.43808 1.51936
O 0.25314 2.23786 0.60925
N 0.77073 2.31890 1.99244
O 1.36227 1.36143 2.21509
P -0.16955 3.33855 -1.73002
S 1.28702 2.29561 -2.45369
C -4.20309 3.38389 0.46775
C -3.96683 4.44767 -0.63330
C -5.43689 3.86217 1.27527
C -6.22347 2.88722 2.14580
P -2.66427 4.05859 2.72401
O -3.66650 3.90826 3.77794
O -1.20177 3.65406 3.25744
O -2.49929 5.54818 2.18684
O 0.66286 -2.72429 1.30258
C 1.57407 -1.92921 2.08140
C 2.46281 -2.85881 2.90389
H -0.90859 -5.01846 2.64832
H -2.45634 -4.40065 2.05260
H -2.29695 -4.94331 3.72581
H -0.40882 -2.97434 3.74600
H -2.09581 -2.66387 4.12541
H 0.26632 -0.50521 -0.31079
H -0.25251 0.09354 1.23995
H -1.30942 1.01911 -0.89705
H -2.13953 -0.49650 -1.11120
H -4.37152 -0.02730 -0.85689
H -4.93961 0.56983 0.68060
H -4.15333 -1.55766 1.76507
H -3.65479 -2.12910 0.17021
H -5.78505 -2.84624 -0.20830
H -6.34394 -1.18901 -0.13029
H -5.95438 -2.86520 2.37433
H -7.45461 -2.85172 1.46863
H -6.23631 -0.54421 2.81250
H -7.57461 -0.48213 1.88148
H -1.63955 1.41363 1.89038
H -3.49499 0.08843 2.74045
H -3.28149 1.48735 3.54395
H -0.40210 5.49490 0.19381
H -0.05888 4.75890 1.77978
H 1.96731 4.67323 -0.52841
H 3.23913 6.29910 0.90051
H 1.79698 6.36159 2.07715
H -1.44257 2.98229 -2.18676
H -0.11666 4.71739 -1.99738
H -4.47260 2.47544 -0.06448
H -4.92849 4.84505 -0.95372
H -3.37828 5.30606 -0.30746
H -3.48432 4.02829 -1.51155
H -6.13215 4.20862 0.50739
H -5.18830 4.74874 1.86252
H -7.18343 3.34396 2.39798
H -6.44532 1.96896 1.60270
H -5.71386 2.65414 3.07150
H -1.23954 3.61160 4.22730
H -2.45806 5.63428 1.22700
H 2.15914 -1.31880 1.39313
H 1.01250 -1.25500 2.73361
H 3.49552 -2.84116 2.55926
H 2.47313 -2.57259 3.95464
H 2.09859 -3.88093 2.82278
C 2.27900 -6.03718 0.64087
O 3.07506 -7.12167 0.21356
C 4.41521 -7.09452 0.68229
C 4.66765 -8.21284 1.66828
N 3.93807 -7.98832 2.90669
C 3.96297 -9.09998 3.84761
C 3.31130 -10.41005 3.42278
O 1.90714 -10.33380 3.27773
C 1.44069 -9.90252 2.01487
H 1.32790 -6.09899 0.11595
H 2.08736 -6.06658 1.72085
H 2.74554 -5.07657 0.40021
H 4.63634 -6.12620 1.14288
H 5.07567 -7.22173 -0.17971
H 5.73832 -8.25231 1.89276
H 4.39919 -9.15643 1.17182
H 2.97606 -7.76720 2.68290
H 3.46906 -8.77027 4.76485
H 5.00702 -9.30649 4.10699
H 3.49222 -11.13932 4.21634
H 3.76021 -10.81359 2.50632
H 2.11424 -10.21588 1.21161
H 1.32019 -8.81639 1.95801
H 0.46519 -10.36059 1.85413
C 5.26123 5.97843 -8.94188
O 4.06902 5.29413 -8.62563
C 4.23160 3.90694 -8.35818
C 3.94062 3.59347 -6.90848
N 4.95733 4.15908 -6.03573
C 4.66261 4.06332 -4.61138
C 3.44448 4.80650 -4.08207
O 3.55574 6.21967 -4.13084
C 3.18268 6.82075 -5.35326
H 4.98065 6.98503 -9.24679
H 5.94657 6.04547 -8.08915
H 5.79189 5.49571 -9.76912
H 5.24496 3.58789 -8.62101
H 3.52608 3.35977 -8.98912
H 3.93076 2.50681 -6.77896
H 2.92747 3.95934 -6.68762
H 5.09636 5.13117 -6.28099
H 5.53631 4.42907 -4.06632
H 4.54844 3.00504 -4.35427
H 3.34001 4.54965 -3.02599
H 2.51897 4.48418 -4.57366
H 2.38648 6.25722 -5.84953
H 4.02087 6.91551 -6.05045
H 2.81680 7.82270 -5.12791



| no. | calculated total energy (eV) |
| --- | --- |
| 1 | -65290.3922 |
| 2 | -55877.4265 |
| 3 | -9315.0027 |
| 4 | -41655.9460 |
| 5 | -85613.6363 |
| 6 | -110704.8755 |